1.
The following is a quantum chemistry calculation of a molecular structure, C38H36BrN10O6PSTi, from the Open Molecules 2025 dataset.

Element x y z (Å)
1 Ti -0.34797 0.16695 0.41113
2 C -3.42702 -4.32720 1.80913
3 N -3.06121 -2.94550 1.66066
4 C -3.90492 -1.85864 1.72196
5 C -3.15150 -0.75841 1.48937
6 N -1.83869 -1.12466 1.26146
7 C -1.78773 -2.47771 1.39146
8 P -0.43020 -3.52530 0.97461
9 C 0.96317 -2.75031 1.91406
10 N 1.99469 -2.09583 1.41649
11 C 2.80307 -1.81694 2.48522
12 C 2.26021 -2.31232 3.63391
13 N 1.09272 -2.92065 3.25767
14 C 0.14824 -3.58264 4.13347
15 C 0.12971 -2.81468 -0.59700
16 N 0.26964 -1.50451 -0.80855
17 C 0.49924 -1.34465 -2.15910
18 C 0.48160 -2.55553 -2.76503
19 N 0.23205 -3.48064 -1.77549
20 C 0.19515 -4.91754 -1.93707
21 H -4.48251 -4.38579 2.06555
22 H -3.25163 -4.87874 0.88025
23 H -2.84021 -4.80250 2.59816
24 H -4.95518 -1.96816 1.92721
25 H -3.46598 0.27270 1.45572
26 H 3.72375 -1.26790 2.37317
27 H 2.57694 -2.27890 4.66134
28 H 0.62869 -3.76981 5.09172
29 H -0.73290 -2.95931 4.29026
30 H -0.15726 -4.53474 3.69888
31 H 0.64487 -0.36953 -2.60001
32 H 0.61973 -2.84126 -3.79253
33 H 0.06196 -5.14734 -2.99212
34 H 1.11497 -5.38124 -1.58151
35 H -0.64143 -5.32840 -1.37170
36 C -1.84850 4.00983 -0.19586
37 C -1.54717 3.38100 1.11447
38 N -1.01258 2.19198 1.31805
39 C -0.89329 2.04483 2.67340
40 C -1.36629 3.14368 3.31286
41 N -1.77552 3.98447 2.30698
42 C -1.46222 3.55897 4.73339
43 O -1.02622 2.68742 5.61731
44 O -1.91097 4.64757 5.00756
45 C -0.14819 0.86059 3.18753
46 O -0.02795 0.67175 4.39921
47 O 0.35751 0.14800 2.25042
48 H -1.00901 3.85886 -0.87534
49 H -2.02785 5.07746 -0.07761
50 H -2.72140 3.52937 -0.64038
51 H -2.19755 4.88499 2.47444
52 H -0.64699 1.87500 5.16730
53 Br -4.59035 1.57432 -4.11769
54 C -4.15221 -0.17304 -3.48678
55 C -4.64787 -1.22962 -4.23661
56 C -4.32488 -2.53012 -3.88194
57 C -3.49658 -2.76266 -2.79371
58 C -3.01189 -1.69334 -2.05826
59 C -3.34219 -0.37854 -2.38421
60 C -2.86585 0.70521 -1.43135
61 O -3.59366 1.63262 -1.12337
62 O -1.66994 0.49261 -1.00201
63 H -5.28212 -1.02998 -5.08881
64 H -4.71344 -3.35329 -4.46715
65 H -3.22735 -3.77326 -2.51328
66 H -2.37492 -1.86163 -1.20015
67 N 1.26698 1.27882 -0.31857
68 S 2.81270 1.03392 -0.05730
69 C 3.56854 0.91643 -1.66518
70 C 3.42376 1.92590 -2.60874
71 C 3.89935 1.71371 -3.89001
72 C 4.50861 0.50472 -4.21595
73 C 4.64131 -0.49677 -3.26853
74 C 4.15946 -0.29587 -1.97931
75 C 3.45490 2.63584 0.42103
76 C 4.78022 2.98012 0.18933
77 C 5.24155 4.21099 0.62774
78 C 4.38991 5.07582 1.30404
79 C 3.07586 4.70971 1.54828
80 C 2.59904 3.48063 1.11082
81 H 1.09938 1.97264 -1.04887
82 H 2.95287 2.86545 -2.34620
83 H 3.79491 2.48929 -4.63653
84 H 4.87793 0.34618 -5.22081
85 H 5.11246 -1.43533 -3.52659
86 H 4.23272 -1.07318 -1.22846
87 H 5.44247 2.30544 -0.33746
88 H 6.26848 4.49475 0.44044
89 H 4.75619 6.03449 1.64602
90 H 2.41569 5.37701 2.08661
91 H 1.57545 3.17602 1.29262
92 N -1.26654 2.05035 -3.58856
93 C -0.29555 2.13255 -2.96109
94 H -2.19529 2.00296 -3.97997

As for the spin multiplicity: 3. The total charge is 0. Its LUMO energy (alpha / beta) is 0.41 / 0.41 eV. The calculation puts the energy above the lowest of the compared OMol25 structures with the same formula, charge and spin at 49.34 kcal/mol.


2.
The following is a quantum chemistry calculation of a molecular structure, C38H36Cl5N6O2S3Zr, from the Open Molecules 2025 dataset.

Element x y z (Å)
1 Zr 0.12035 -0.60122 1.46646
2 O 0.23714 -0.69744 -0.59103
3 C -0.39888 -1.50118 -1.42084
4 C 0.02968 -2.63105 -3.77219
5 C -1.15250 -2.62053 -4.39009
6 C -2.43027 -2.09976 -3.93353
7 C -2.71486 -1.49524 -2.78026
8 C -1.85381 -1.21434 -1.60520
9 C -2.38338 -0.02531 -0.86731
10 N -2.14031 0.24155 0.34364
11 C -2.92829 1.30959 0.95193
12 C -2.15146 1.98478 2.07526
13 N -1.51640 0.91734 2.81067
14 C -1.84603 0.72866 4.02150
15 C -1.44452 -0.42339 4.80734
16 C -1.54989 -0.37360 6.19733
17 C -1.17002 -1.44797 6.97711
18 C -0.69403 -2.59873 6.35319
19 C -0.60724 -2.68628 4.97651
20 C -0.98295 -1.59712 4.18056
21 O -0.90974 -1.67469 2.86051
22 H 0.85300 -3.08253 -4.32068
23 H -1.16860 -3.06034 -5.38212
24 H -3.25773 -2.23621 -4.62137
25 H -3.74869 -1.20488 -2.61762
26 H -3.08594 0.58900 -1.44413
27 H -3.81103 0.82825 1.38523
28 H -3.26705 2.03050 0.19755
29 H -2.83677 2.56792 2.70493
30 H -1.37262 2.63401 1.67533
31 H -2.50433 1.44887 4.52716
32 H -1.91629 0.53526 6.66270
33 H -1.23465 -1.39283 8.05549
34 H -0.38093 -3.44465 6.95365
35 H -0.23836 -3.57529 4.48765
36 S 0.95473 1.84759 0.98631
37 C 2.07237 2.34697 2.24155
38 C 2.65609 3.61314 2.17545
39 C 3.56724 4.03315 3.12719
40 C 3.91269 3.17895 4.16995
41 C 3.33986 1.92312 4.24575
42 C 2.41249 1.48593 3.29599
43 S 1.70655 -0.10519 3.47096
44 H 2.38853 4.26541 1.35287
45 H 4.01153 5.01810 3.05135
46 H 4.63001 3.49154 4.91889
47 H 3.60712 1.25333 5.05357
48 Cl 3.31765 -0.59794 0.49159
49 C 2.90974 -2.23595 0.90740
50 C 1.59691 -2.52718 1.29257
51 C 1.36205 -3.87775 1.50559
52 Cl -0.26641 -4.46028 1.82370
53 C 2.33651 -4.87305 1.39690
54 Cl 1.96836 -6.54430 1.67089
55 C 3.63162 -4.52067 1.04609
56 Cl 4.86178 -5.72303 0.89082
57 C 3.92177 -3.18199 0.78897
58 Cl 5.52122 -2.74225 0.31142
59 S -1.59595 -2.70143 -0.53614
60 C 0.55765 -2.11966 -2.45044
61 N 1.25459 -3.21346 -1.78617
62 C 2.52447 -3.56771 -2.13350
63 C 3.33607 -2.73499 -2.81076
64 C 2.85319 -1.38534 -3.04292
65 C 1.58338 -1.04555 -2.80947
66 H 0.67920 -3.86284 -1.27620
67 H 2.84962 -4.53515 -1.77123
68 H 4.35392 -3.02259 -3.02142
69 H 3.55754 -0.61199 -3.32540
70 H 1.22492 -0.02582 -2.86218
71 C -1.40783 4.18797 -1.14410
72 N -1.87535 3.58858 -2.36964
73 C -3.27377 3.79951 -2.65477
74 C -1.15535 2.55335 -2.95735
75 N -0.23955 1.86339 -2.39577
76 N -1.50012 2.31494 -4.29315
77 C -0.81279 1.18305 -4.89894
78 C -1.48551 3.47437 -5.17230
79 H -1.62199 5.26075 -1.16016
80 H -0.33501 4.05022 -1.02629
81 H -1.89653 3.76331 -0.25778
82 H -3.89169 3.54747 -1.78148
83 H -3.58578 3.17068 -3.48510
84 H -3.47643 4.84645 -2.90766
85 H -0.21258 2.03800 -1.39138
86 H -0.89417 0.30931 -4.26373
87 H 0.25235 1.38679 -5.05683
88 H -1.28447 0.96810 -5.85981
89 H -2.02581 4.31137 -4.73736
90 H -1.96141 3.20981 -6.11731
91 H -0.45785 3.80025 -5.38437

The total charge is -1. Its LUMO energy is 2.18 eV. The calculation puts the energy above the lowest of the compared OMol25 structures with the same formula, charge and spin at 50.31 kcal/mol.


3.
The following is a quantum chemistry calculation of a molecular structure, C38H36CoN4O2, from the Open Molecules 2025 dataset.

Element x y z (Å)
1 Co 0.15708 0.34916 -0.02469
2 C 2.74756 3.61682 2.77447
3 C 2.12145 3.07109 1.48578
4 C 0.95934 3.96372 1.03061
5 C 1.68864 1.62720 1.66950
6 C 0.80782 1.25813 2.69096
7 C 0.50544 -0.07194 2.93831
8 C 1.04571 -1.11408 2.17126
9 C 0.75603 -2.55723 2.49864
10 C 1.91247 -0.76015 1.14070
11 C 2.22599 0.59203 0.88773
12 H 3.17904 4.60093 2.58713
13 H 3.54088 2.96369 3.14386
14 H 1.99948 3.72923 3.56414
15 H 2.89205 3.08010 0.71206
16 H 0.14533 3.94939 1.76443
17 H 0.55832 3.64467 0.06753
18 H 1.29628 4.99686 0.92990
19 H 0.36910 2.02774 3.31775
20 H -0.14954 -0.31978 3.76845
21 H 1.27895 -2.84014 3.41467
22 H 1.08831 -3.22474 1.70477
23 H -0.30835 -2.72549 2.67183
24 H 2.39216 -1.53307 0.55642
25 H 2.98448 0.83618 0.15309
26 C -10.14321 7.64488 -5.23735
27 O -10.11835 6.91824 -4.00922
28 C -8.98849 6.27262 -3.68525
29 C -8.98799 5.61627 -2.45477
30 C -7.88001 4.91699 -2.04459
31 C -6.73797 4.85529 -2.84697
32 C -6.74540 5.51573 -4.06653
33 C -7.85737 6.22415 -4.49459
34 C -5.57800 4.11170 -2.36938
35 N -5.53724 3.37241 -1.27681
36 C -4.26885 2.88171 -1.22101
37 C -3.51030 3.30582 -2.28327
38 N -4.36316 4.10251 -3.01065
39 C -2.13678 2.97235 -2.44238
40 C -1.27685 3.42702 -3.46134
41 C 0.04302 3.05263 -3.45769
42 C 0.51077 2.22913 -2.43255
43 N -0.27798 1.78755 -1.46698
44 C -1.58465 2.12908 -1.46249
45 C -2.39437 1.60671 -0.38194
46 N -1.81266 0.71784 0.47070
47 C -2.52403 0.25384 1.49154
48 C -3.83850 0.64784 1.73523
49 C -4.44356 1.52193 0.86864
50 C -3.72104 2.00573 -0.23340
51 H -11.11629 8.11564 -5.28338
52 H -10.02284 6.97303 -6.08796
53 H -9.36645 8.41060 -5.25501
54 H -9.87709 5.68084 -1.83900
55 H -7.87825 4.40543 -1.08954
56 H -5.88157 5.48203 -4.72656
57 H -7.83888 6.73023 -5.45006
58 H -4.15483 4.59332 -3.86177
59 H -1.65355 4.07858 -4.24382
60 H 0.72792 3.39908 -4.22304
61 H 1.55843 1.94610 -2.38058
62 H -2.04560 -0.48035 2.12426
63 H -4.36426 0.24725 2.59206
64 H -5.46945 1.84460 1.00724
65 C 1.70955 -1.45220 -3.48997
66 C 0.50507 -1.12430 -2.67588
67 O 0.63555 -0.99462 -1.44030
68 C -0.80453 -0.95132 -3.31215
69 C -0.90981 -0.77300 -4.69490
70 C -2.15081 -0.56377 -5.27466
71 C -3.29359 -0.54449 -4.48235
72 C -3.20212 -0.73696 -3.10490
73 C -1.96331 -0.93578 -2.52300
74 H 2.58824 -1.51621 -2.85646
75 H 1.86576 -0.69580 -4.26322
76 H 1.55727 -2.40525 -4.00422
77 H -0.02584 -0.78711 -5.32260
78 H -2.22994 -0.42670 -6.34658
79 H -4.26491 -0.39447 -4.94275
80 H -4.09885 -0.74464 -2.49561
81 H -1.88702 -1.12044 -1.45947

As for the spin multiplicity: 4. The total charge is +2. Its LUMO energy (alpha / beta) is -5.93 / -6.34 eV.


4.
The following is a quantum chemistry calculation of a molecular structure, C38H36CsF3N6OSSb, from the Open Molecules 2025 dataset.

Element x y z (Å)
1 Cs -1.30117 -0.34119 -1.80770
2 O 1.31792 0.04052 -1.42303
3 C 1.50955 0.82204 -2.41234
4 N 1.94180 0.52067 -3.60514
5 C 2.14169 -0.90562 -3.84542
6 C 0.98251 -1.44237 -4.65172
7 C 0.83220 -1.00233 -5.96682
8 C -0.26376 -1.41485 -6.70388
9 C -1.18926 -2.26103 -6.10797
10 C -0.95738 -2.65916 -4.80417
11 N 0.09976 -2.27318 -4.08354
12 C 1.04281 2.24459 -2.23534
13 C 1.63491 3.25586 -2.98178
14 C 1.19309 4.55783 -2.80573
15 C 0.15878 4.79922 -1.91230
16 C -0.38008 3.72056 -1.22779
17 N 0.04908 2.46153 -1.36034
18 H 2.24051 -1.48647 -2.92711
19 H 3.05039 -1.02825 -4.44118
20 H 1.56869 -0.32308 -6.37861
21 H -0.40105 -1.07627 -7.72334
22 H -2.07501 -2.59357 -6.63316
23 H -1.66242 -3.31238 -4.29813
24 H 2.41333 2.98682 -3.68118
25 H 1.64339 5.37337 -3.36030
26 H -0.22427 5.79685 -1.74470
27 H -1.19383 3.87238 -0.52420
28 N 1.95848 -3.25737 -0.36906
29 C 1.10982 -3.89334 0.65053
30 C -0.00487 -4.73010 0.02679
31 C -1.00175 -3.87694 -0.74179
32 N -1.65414 -2.93678 0.18203
33 H 2.77620 -2.84876 0.07795
34 H 1.47664 -2.47780 -0.80822
35 H 0.65114 -3.17090 1.33277
36 H 1.74298 -4.54801 1.25134
37 H -0.52881 -5.26867 0.82753
38 H 0.43441 -5.47212 -0.64586
39 H -1.72646 -4.50739 -1.26561
40 H -0.45772 -3.31951 -1.51051
41 H -2.15550 -3.46911 0.88673
42 H -2.38142 -2.42100 -0.30833
43 S -4.51193 -1.05377 -2.05324
44 C -4.54341 0.18603 -0.85295
45 C -5.66225 1.06071 -0.79718
46 C -5.76605 2.00328 0.20875
47 C -4.75180 2.11468 1.16187
48 C -3.65928 1.27533 1.01911
49 N -3.56584 0.34545 0.06672
50 H -6.43845 0.95360 -1.54232
51 H -6.63586 2.64908 0.25819
52 H -4.80483 2.83043 1.97184
53 H -2.82995 1.31981 1.72247
54 F -2.52947 -0.71767 6.96699
55 C -1.87992 -0.52273 5.79908
56 C -2.41713 -1.05131 4.64556
57 C -1.74878 -0.84402 3.44214
58 C -0.54814 -0.11664 3.39589
59 C -0.04712 0.40756 4.59046
60 C -0.70626 0.20908 5.80197
61 Sb 0.31102 0.15261 1.41495
62 C 2.26063 -0.63782 1.83509
63 C 3.33225 -0.36587 0.96888
64 C 4.59677 -0.91140 1.20339
65 C 4.77003 -1.73594 2.29144
66 F 5.99605 -2.26766 2.51772
67 C 3.73898 -2.05289 3.15232
68 C 2.48166 -1.49822 2.91960
69 C 0.82286 2.21315 1.76688
70 C -0.14124 3.04413 2.34982
71 C 0.07418 4.41188 2.49555
72 C 1.26110 4.94402 2.03613
73 F 1.47671 6.27564 2.16662
74 C 2.23676 4.16531 1.45672
75 C 2.01661 2.79433 1.33133
76 H -3.34691 -1.60535 4.69150
77 H -2.16422 -1.24170 2.51970
78 H 0.86994 0.98995 4.57365
79 H -0.32924 0.61253 6.73416
80 H 3.15683 0.22387 0.07462
81 H 5.43100 -0.71473 0.54111
82 H 3.92026 -2.72133 3.98531
83 H 1.66551 -1.74594 3.58937
84 H -1.07428 2.62160 2.70629
85 H -0.66649 5.05824 2.95241
86 H 3.15450 4.62542 1.11041
87 H 2.78406 2.18262 0.87030

The total charge is -1. Its LUMO energy is 2.09 eV. The calculation puts the energy above the lowest of the compared OMol25 structures with the same formula, charge and spin at 0.00 kcal/mol.


5.
The following is a quantum chemistry calculation of a molecular structure, C38H37Br3FN5O2PtS, from the Open Molecules 2025 dataset.

Element x y z (Å)
1 Pt -0.31818 -0.23432 -1.30228
2 Br -2.50421 2.57385 -7.10727
3 C -1.89968 1.85034 -5.50336
4 C -0.84545 2.43439 -4.82065
5 C -0.41889 1.84091 -3.65235
6 N -0.98350 0.73185 -3.16369
7 C -2.04146 0.20036 -3.78890
8 C -2.51412 0.72517 -4.97651
9 C -2.67357 -0.95535 -3.11735
10 C -3.93630 -1.38718 -3.47017
11 C -4.48815 -2.46567 -2.80059
12 Br -6.19125 -3.07064 -3.24511
13 C -3.75343 -3.08205 -1.80437
14 C -2.50386 -2.58059 -1.50364
15 N -1.96043 -1.53090 -2.13287
16 H -0.35965 3.32666 -5.18752
17 H 0.38550 2.27459 -3.07818
18 H -3.34182 0.27053 -5.49824
19 H -4.50116 -0.88611 -4.24110
20 H -4.13922 -3.93891 -1.27094
21 H -1.88490 -3.04832 -0.75787
22 C 3.68290 -2.14330 -1.14478
23 C 4.07096 -1.12251 -0.07426
24 C 5.51115 -1.35754 0.38324
25 C 3.08524 -1.09519 1.09418
26 C 3.37765 -1.80584 2.25335
27 C 2.54123 -1.77009 3.35763
28 C 1.39213 -0.99629 3.33746
29 C 1.02488 -0.29670 2.19781
30 C -0.17012 0.64108 2.24540
31 C -0.13553 1.54748 3.48015
32 C -1.50429 -0.10444 2.19926
33 C 1.85620 -0.39779 1.07034
34 N 1.48067 0.23958 -0.15315
35 C 2.20366 1.33132 -0.52528
36 C 2.77128 2.22534 0.41463
37 C 3.44943 3.34423 -0.01082
38 C 3.62616 3.58838 -1.37495
39 C 3.12914 2.69869 -2.32796
40 C 2.43521 1.60524 -1.89197
41 F 2.02769 0.68238 -2.78482
42 H 4.44804 -2.17191 -1.92202
43 H 2.73252 -1.89711 -1.61782
44 H 3.59420 -3.14290 -0.71508
45 H 4.06071 -0.14521 -0.55290
46 H 5.68003 -2.39852 0.66503
47 H 5.78178 -0.72390 1.22924
48 H 6.19345 -1.13362 -0.43693
49 H 4.29698 -2.37196 2.30684
50 H 2.81723 -2.30333 4.25862
51 H 0.79282 -0.90477 4.23550
52 H -0.10234 1.28933 1.37825
53 H -0.37302 0.99686 4.39180
54 H -0.87679 2.34289 3.37642
55 H 0.84292 2.01333 3.61351
56 H -1.57380 -0.79745 3.04151
57 H -1.61324 -0.66684 1.27030
58 H -2.33982 0.59671 2.26389
59 H 2.62674 2.02706 1.46844
60 H 3.84620 4.03945 0.71605
61 H 4.17043 4.46422 -1.70148
62 H 3.31434 2.83361 -3.38587
63 Br -4.96334 1.41898 -0.03929
64 C -3.83769 2.82795 0.52013
65 C -4.45100 3.85791 1.21144
66 C -3.71090 4.95566 1.63138
67 C -2.35398 5.03675 1.35018
68 C -1.74607 4.00689 0.65734
69 C -2.47479 2.88652 0.23881
70 C -1.71002 1.81681 -0.41623
71 O -0.50701 1.99155 -0.78077
72 O -2.18940 0.65370 -0.60416
73 H -5.51067 3.80255 1.41652
74 H -4.20432 5.75032 2.17540
75 H -1.77729 5.89407 1.66922
76 H -0.68873 4.04622 0.43227
77 S 0.50867 -2.79623 -0.26316
78 C 0.03173 -3.57210 1.17606
79 N 0.79687 -4.48287 1.77111
80 C 0.22502 -4.98952 3.02167
81 C -1.17556 -4.34044 3.02419
82 N -1.09612 -3.42997 1.87456
83 H 1.71354 -4.71392 1.42737
84 H 0.82486 -4.66593 3.87027
85 H 0.17921 -6.07522 3.01874
86 H -1.36917 -3.78942 3.94146
87 H -1.96957 -5.07067 2.88039
88 H -1.84556 -2.82822 1.58928

As for the spin multiplicity: 5. The total charge is +2. Its LUMO energy (alpha / beta) is -5.67 / -7.81 eV.


| no. | strongest force on any atom (eV Å⁻¹) |
| --- | --- |
| 1 | 1.1 |
| 2 | 0.8 |
| 3 | 0.4 |
| 4 | 1.0 |
| 5 | 0.8 |